No. 1
{
  "formula": "C18H32AsF6N3O2PtSSi",
  "method": "ωB97M-V with the def2-TZVPD basis set",
  "symbols": ["Pt", "As", "S", "Si", "F", "F", "F", "F", "F", "F", "O", "O", "N", "N", "N", "C", "C", "C", "C", "C", "C", "C", "C", "C", "C", "C", "C", "C", "C", "C", "C", "C", "C", "H", "H", "H", "H", "H", "H", "H", "H", "H", "H", "H", "H", "H", "H", "H", "H", "H", "H", "H", "H", "H", "H", "H", "H", "H", "H", "H", "H", "H", "H", "H", "H"],
  "positions_angstrom": [[0.448713, 0.029614, -0.315375], [-3.111828, 2.177880, 0.448477], [-0.928811, -2.336397, -0.236320], [0.718683, -0.129316, -2.641666], [-1.730519, 1.076312, -0.277819], [-3.829160, 0.631386, 0.888408], [-2.115179, 3.499708, -0.106695], [-3.814570, 2.020270, -1.144122], [-4.350915, 3.146613, 1.067671], [-2.183138, 2.126851, 1.939109], [2.386668, -1.117524, 0.893686], [1.298801, 2.044891, 0.426878], [-1.119713, -0.970342, 2.059556], [-2.621198, -2.618657, 1.761064], [-0.235474, -0.076022, 1.789918], [-1.269443, 0.688310, -3.730531], [1.011184, 1.798227, 2.791527], [-2.281490, -0.247784, -3.161861], [1.299204, 2.379826, 4.046286], [2.352478, 1.011418, -3.104841], [0.824188, -1.770667, -3.651593], [2.220996, -2.483759, 1.257264], [2.756107, 0.780741, -4.549515], [1.475204, 2.477690, 1.586216], [-1.336811, 2.102575, -3.271252], [0.219051, 0.639609, 2.789083], [3.454965, 0.507532, -2.176262], [-1.040644, 0.514900, -5.198336], [2.187419, 3.713916, 1.767359], [2.106251, 2.482667, -2.816942], [-1.607572, -1.899676, 1.269943], [2.002365, 3.546775, 4.160904], [2.445126, 4.218535, 3.001538], [3.627701, -0.560308, -2.289475], [-3.268321, 0.054732, -3.524256], [3.030126, -0.254115, -4.729325], [-1.092995, 2.233078, -2.216955], [2.164338, -3.122423, 0.372560], [3.239986, -1.021292, 0.453232], [-2.339123, -0.205820, -2.078526], [4.384503, 1.022139, -2.420850], [1.704247, -2.329207, -3.342429], [-1.897372, 0.951031, -5.721245], [-0.160254, 1.044191, -5.552516], [1.291482, -2.562031, 1.817401], [-0.704879, 2.751558, -3.870409], [3.626287, 1.396869, -4.772639], [3.043982, -2.810077, 1.898101], [1.654026, 2.625113, -1.837653], [-3.093281, -2.275487, 2.583615], [0.937209, 1.886267, 4.936006], [-0.116520, 0.314649, 3.775451], [-2.370398, 2.453649, -3.358460], [-3.101505, -3.279923, 1.172774], [3.057712, 3.014266, -2.818894], [-2.118642, -1.272193, -3.482881], [1.977607, 1.065422, -5.248968], [-0.987790, -0.529379, -5.491570], [2.989936, 5.143953, 3.104530], [3.207219, 0.731092, -1.137945], [-0.034858, -2.409498, -3.465024], [0.901338, -1.612650, -4.724594], [1.473305, 2.941403, -3.568443], [2.499791, 4.226714, 0.871164], [2.209204, 3.964905, 5.133345]],
  "forces_ev_per_a": [[-1.44, -1.98, -0.56], [1.84, -1.78, -1.35], [0.70, 1.56, 0.07], [1.91, 0.66, 0.06], [-1.24, 0.91, 0.53], [0.02, 0.78, 0.10], [-0.57, -0.25, 0.33], [-0.03, 0.31, 0.62], [0.04, -0.07, 0.08], [-0.39, 0.17, -0.28], [0.45, 0.13, 0.08], [0.09, 0.08, 0.51], [1.53, 3.28, 4.03], [0.33, 0.88, 0.08], [-1.35, -2.59, -3.76], [-0.46, 0.19, -0.21], [-1.51, -2.15, -0.49], [0.19, -0.32, 0.48], [0.60, 0.96, 1.10], [-1.51, -0.78, -0.06], [-0.39, 0.58, 0.63], [0.21, -0.24, 0.12], [0.15, 0.15, 0.09], [0.06, -0.21, -1.69], [0.42, 0.25, 0.31], [0.95, 2.14, 3.13], [-0.31, -0.07, 0.08], [0.42, -0.20, 0.03], [0.42, 0.85, 0.41], [-0.07, -0.07, 0.04], [-0.37, -2.07, -3.27], [-0.90, -1.45, 0.63], [0.13, 0.10, -1.61], [0.08, -0.22, 0.04], [-0.07, 0.14, -0.14], [0.03, -0.18, -0.10], [-0.06, -0.03, 0.08], [-0.05, -0.02, 0.08], [-0.11, 0.04, 0.02], [0.00, 0.09, 0.15], [0.12, 0.05, -0.03], [0.24, 0.02, 0.18], [-0.13, 0.09, 0.05], [0.07, 0.06, -0.06], [0.03, -0.03, -0.05], [0.03, 0.05, -0.06], [0.19, 0.06, -0.12], [-0.07, -0.03, -0.04], [-0.06, 0.09, 0.04], [0.02, -0.03, 0.15], [-0.02, -0.06, 0.04], [-0.03, -0.01, -0.09], [-0.13, -0.08, -0.04], [0.06, 0.02, -0.07], [0.15, 0.11, -0.04], [0.00, -0.14, -0.08], [-0.13, 0.03, -0.14], [0.02, -0.08, -0.05], [0.05, 0.11, -0.05], [0.06, -0.01, 0.12], [-0.13, -0.07, 0.05], [0.02, 0.21, -0.02], [-0.12, 0.10, -0.10], [0.04, 0.00, -0.09], [-0.03, -0.01, 0.10]],
  "lowdin_spin": [0.07, 0.00, 0.05, 0.15, -0.02, 0.00, 0.00, 0.00, 0.00, 0.00, -0.01, 0.02, 0.00, 0.00, 0.00, 0.38, 0.00, 0.06, 0.00, 0.02, 0.03, 0.00, 0.00, 0.00, 0.07, 0.00, 0.01, 0.06, 0.00, 0.00, 0.00, 0.00, 0.00, 0.00, 0.03, 0.00, 0.01, 0.00, 0.00, 0.00, 0.00, 0.01, 0.03, 0.01, 0.00, 0.00, 0.00, 0.00, 0.00, 0.00, 0.00, 0.00, 0.03, 0.00, 0.00, 0.00, 0.00, 0.00, 0.00, 0.00, 0.00, 0.00, 0.00, 0.00, 0.00],
  "multiplicity": 2,
  "total_charge": 1,
  "relative_energy_ev": 5.365
}

=====

No. 2
{
  "formula": "C18H32Br4O12",
  "method": "ωB97M-V with the def2-TZVPD basis set",
  "symbols": ["Br", "Br", "Br", "Br", "O", "O", "O", "O", "O", "O", "O", "O", "O", "O", "O", "O", "C", "C", "C", "C", "C", "C", "C", "C", "C", "C", "C", "C", "C", "C", "C", "C", "C", "C", "H", "H", "H", "H", "H", "H", "H", "H", "H", "H", "H", "H", "H", "H", "H", "H", "H", "H", "H", "H", "H", "H", "H", "H", "H", "H", "H", "H", "H", "H", "H", "H"],
  "positions_angstrom": [[7.837851, -13.313448, -31.269335], [1.897348, -15.499031, -31.502012], [-0.062887, -13.256448, -29.938062], [6.367397, -12.016309, -26.976202], [7.475709, -18.802776, -28.161726], [6.804494, -14.648751, -36.804433], [5.877055, -9.037647, -31.217020], [11.012870, -8.643762, -26.766623], [9.768787, -10.147371, -27.941939], [8.957496, -8.197037, -27.349443], [6.040651, -10.232725, -33.021677], [4.280850, -10.680236, -31.605340], [7.432816, -20.015552, -30.013656], [8.548655, -15.618563, -35.545343], [9.296359, -19.999092, -28.779908], [8.217946, -13.354908, -35.752145], [8.171137, -19.666121, -28.945281], [7.649652, -12.325900, -28.495931], [9.238972, -12.915181, -34.864128], [5.282337, -10.035849, -31.925712], [9.267582, -6.759216, -27.391672], [6.271926, -18.379510, -28.895855], [7.095005, -9.299636, -33.134631], [7.859438, -14.655547, -35.990623], [6.009130, -15.764294, -37.027595], [8.284424, -8.711431, -30.894496], [2.571520, -14.051708, -30.465398], [6.544822, -16.930423, -29.360686], [9.978860, -9.039701, -27.280286], [6.886345, -13.103592, -29.548609], [10.920985, -10.974722, -28.164369], [7.048281, -8.549214, -31.786875], [6.155327, -19.475292, -29.910005], [1.725952, -12.850322, -30.542380], [9.186832, -8.282243, -31.329875], [8.652725, -9.732566, -30.795764], [6.552257, -16.248084, -28.510714], [6.515384, -14.083907, -29.249489], [6.930256, -8.645339, -33.990693], [5.357327, -18.278797, -28.311507], [3.590904, -13.859568, -30.800099], [2.630174, -14.485824, -29.467298], [7.033641, -7.511256, -32.119344], [5.968202, -12.526116, -29.656551], [8.499153, -12.883480, -28.101527], [8.400867, -6.205020, -27.751906], [10.152535, -13.384558, -35.229070], [5.438655, -20.231857, -29.590482], [11.798525, -10.631117, -27.616698], [7.965693, -9.917609, -33.353999], [5.991073, -16.285089, -36.070233], [11.316979, -11.066973, -29.175693], [8.983018, -13.436037, -33.941474], [8.036215, -11.364523, -28.834192], [10.772994, -12.032466, -27.946732], [7.535907, -16.932413, -29.814392], [10.120019, -6.613487, -28.055170], [9.271961, -11.827265, -34.805346], [5.932804, -19.077418, -30.900087], [4.983341, -15.510615, -37.294985], [9.650328, -6.249879, -26.507255], [2.181738, -11.956726, -30.115962], [8.262852, -8.166353, -29.950821], [5.787949, -16.486387, -30.007274], [6.373422, -16.406009, -37.829841], [1.576838, -12.472710, -31.553944]],
  "forces_ev_per_a": [[-0.40, 0.24, 0.80], [-0.89, -0.08, -0.43], [0.25, -0.35, 0.05], [0.81, -0.13, -0.84], [-1.22, 0.20, 0.09], [0.88, 1.98, 0.15], [-2.03, -0.29, 1.26], [-0.40, -1.46, -0.44], [-0.01, -1.43, -0.79], [-1.67, 0.71, -0.38], [-1.77, -0.99, -0.12], [2.43, 1.64, -0.65], [0.72, -0.70, -0.07], [-3.10, 2.84, -1.51], [-0.18, -0.07, 0.34], [-2.23, 0.03, -1.64], [0.49, 0.39, -0.18], [0.26, -0.60, 0.39], [-0.01, -2.61, -0.03], [-0.04, -0.53, 0.16], [0.96, -0.15, -0.32], [0.47, 1.57, 0.56], [0.44, -0.56, -0.04], [3.74, -1.35, 1.74], [-0.28, -1.76, 0.72], [0.70, -0.02, -0.25], [1.02, -0.32, 1.14], [0.44, -0.50, 0.05], [2.50, 3.54, 0.99], [-0.87, 0.54, 0.16], [1.57, -0.86, 0.21], [2.48, 0.14, -1.36], [-0.69, 0.43, -0.96], [0.04, 1.08, -1.41], [-0.25, 0.48, -0.79], [-0.71, -0.35, 0.48], [0.28, -0.32, 0.33], [0.70, -0.06, 0.15], [-0.20, -0.02, 0.07], [0.37, -0.75, 0.75], [0.01, 0.13, -0.19], [0.02, 0.33, 0.06], [-0.88, 0.31, 0.84], [0.05, 0.11, -0.94], [-0.23, -0.02, 0.20], [-0.10, -0.58, 0.01], [0.40, 0.53, 0.22], [-0.02, -0.07, -0.16], [-0.44, 0.13, 0.42], [0.33, 0.33, 0.34], [-0.20, -0.65, -0.27], [-0.88, 0.98, -0.62], [0.45, 0.61, 0.55], [-0.51, -0.04, 0.04], [-0.73, 0.24, 0.69], [-0.11, 0.42, -0.30], [-0.21, -0.19, -0.48], [-0.24, -0.32, -0.20], [-0.48, -0.13, 0.01], [0.23, 0.68, 0.10], [-0.48, -0.87, 0.72], [-0.22, -0.08, 0.97], [-0.63, -0.46, 0.21], [-0.05, -0.49, -0.45], [0.36, 0.01, 0.17], [-0.04, -0.47, -0.26]],
  "lowdin_spin": [0.00, 0.43, 0.52, 0.00, 0.00, 0.00, 0.00, 0.00, 0.00, 0.00, 0.00, 0.00, 0.00, 0.00, 0.00, 0.00, 0.00, 0.00, 0.00, 0.00, 0.00, 0.00, 0.00, 0.00, 0.00, 0.00, 0.01, 0.00, 0.00, 0.00, 0.00, 0.00, 0.00, 0.02, 0.00, 0.00, 0.00, 0.00, 0.00, 0.00, 0.01, 0.00, 0.00, 0.00, 0.00, 0.00, 0.00, 0.00, 0.00, 0.00, 0.00, 0.00, 0.00, 0.00, 0.00, 0.00, 0.00, 0.00, 0.00, 0.00, 0.00, 0.01, 0.00, 0.00, 0.00, 0.00],
  "multiplicity": 2,
  "total_charge": 1
}

=====

No. 3
{
  "formula": "C18H32Br6O10",
  "method": "ωB97M-V with the def2-TZVPD basis set",
  "symbols": ["Br", "Br", "Br", "Br", "Br", "Br", "O", "O", "O", "O", "O", "O", "O", "O", "O", "O", "C", "C", "C", "C", "C", "C", "C", "C", "C", "C", "C", "C", "C", "C", "C", "C", "C", "C", "H", "H", "H", "H", "H", "H", "H", "H", "H", "H", "H", "H", "H", "H", "H", "H", "H", "H", "H", "H", "H", "H", "H", "H", "H", "H", "H", "H", "H", "H", "H", "H"],
  "positions_angstrom": [[-36.411990, 27.346780, 0.977160], [-39.356760, 26.291890, 3.795310], [-36.400240, 22.798380, 5.124260], [-33.016900, 30.260220, 0.301920], [-33.401290, 32.791360, 2.745640], [-36.675570, 33.578400, 4.135420], [-43.697650, 31.518560, 4.347630], [-38.524510, 28.590840, 10.844080], [-37.013280, 28.983750, 3.693050], [-38.463750, 30.798870, 10.239720], [-41.559870, 30.847740, 5.019240], [-37.107750, 29.389900, 9.424270], [-35.729060, 26.795260, 7.623300], [-42.510340, 29.918030, 3.351300], [-35.209010, 26.677550, 5.391060], [-34.442070, 25.122570, 6.852670], [-35.201390, 26.147530, 8.757880], [-37.679750, 24.345400, 5.155280], [-35.029670, 28.294960, 0.143900], [-41.286740, 29.192020, 3.483350], [-34.278790, 29.085360, 1.224260], [-35.126960, 32.809480, 1.750970], [-36.854850, 30.551960, 8.688900], [-37.207000, 30.244010, 7.236700], [-35.164590, 26.193600, 6.490900], [-37.805180, 24.988000, 3.797360], [-40.551350, 30.027330, 4.475760], [-34.651260, 24.847810, 8.240210], [-33.418210, 24.381190, 8.957850], [-42.670540, 30.832910, 4.270300], [-37.891240, 31.559200, 9.299410], [-38.123120, 29.510930, 10.176540], [-40.554630, 28.971940, 2.146920], [-36.327510, 32.315730, 2.530620], [-36.883300, 25.470080, 3.472050], [-40.960230, 29.679640, 1.423910], [-36.844730, 29.293930, 6.843980], [-33.591430, 24.339010, 10.033170], [-36.783390, 28.370500, 2.994970], [-36.855400, 30.961510, 6.495300], [-38.687660, 31.799790, 8.595180], [-40.041200, 29.486540, 5.272880], [-36.959200, 28.464970, 4.495660], [-35.083530, 32.190940, 0.854520], [-35.348830, 33.831150, 1.442640], [-36.129940, 31.344680, 2.984620], [-35.479460, 28.923040, -0.625060], [-39.487580, 29.098760, 2.329730], [-37.475570, 25.044310, 5.966410], [-39.879530, 30.631910, 3.866470], [-37.918670, 24.317470, 2.945530], [-33.686450, 28.407950, 1.839360], [-37.347740, 32.438050, 9.646290], [-41.642860, 28.227790, 3.846050], [-35.937680, 25.938930, 9.534070], [-38.290290, 30.222960, 7.117830], [-34.505360, 26.774060, 9.315650], [-34.901770, 29.626970, 1.936050], [-32.544760, 25.010790, 8.788150], [-33.189000, 23.439630, 8.458810], [-35.485160, 24.162150, 8.390480], [-37.200010, 32.297910, 1.877520], [-38.610730, 23.846560, 5.424600], [-40.763800, 27.992500, 1.716750], [-35.799130, 30.823150, 8.688140], [-34.289460, 27.651190, -0.331230]],
  "forces_ev_per_a": [[-1.02, -1.21, 0.14], [1.24, -0.99, 0.05], [-0.43, 1.05, -0.01], [-0.16, -0.27, 0.10], [-1.17, 0.04, -0.54], [0.02, -1.08, -1.35], [3.24, -1.60, 0.48], [-0.74, 1.08, -0.39], [-0.19, 0.69, 0.16], [-2.74, -0.74, 3.44], [-0.35, 1.38, 1.63], [3.10, -1.17, -2.06], [0.16, -0.55, -1.56], [-0.56, -0.82, -2.22], [-0.49, -0.72, 0.89], [-0.22, -0.12, -0.35], [-0.12, 0.27, 1.52], [-0.79, -0.94, -0.02], [1.42, 1.27, -0.05], [-0.73, -1.62, -0.66], [0.17, -0.34, -0.23], [-0.53, 0.40, 0.30], [-0.44, 0.66, -2.58], [-0.40, -0.02, -0.94], [0.52, 1.50, 0.63], [0.48, 0.31, -0.64], [0.40, 0.19, -0.39], [-0.43, 0.83, 0.97], [0.28, -0.30, -1.08], [-2.58, 1.78, 0.06], [2.12, 0.52, -2.58], [-0.94, -1.22, 3.16], [-0.79, 0.27, 0.33], [0.84, 0.54, 1.34], [-0.12, 0.81, 0.61], [0.37, 0.32, 0.03], [0.27, -0.20, 0.57], [-0.06, -0.46, -0.13], [0.05, -0.23, -0.19], [0.13, 0.46, 0.33], [0.42, 0.52, -0.37], [0.02, 0.11, -0.18], [0.15, -0.20, 0.32], [0.62, -0.07, 0.07], [0.52, 0.03, 0.04], [-0.35, 0.10, 0.08], [0.09, 0.06, 0.22], [0.03, -0.02, -0.34], [0.49, -0.10, -0.25], [0.45, 0.31, 0.55], [-0.88, -0.38, 0.47], [0.07, 0.00, -0.19], [-0.51, 0.09, 0.47], [0.41, -0.17, 0.41], [-0.62, 0.12, -0.42], [-0.17, -0.08, 0.08], [0.55, 0.29, -0.62], [-0.08, 0.34, -0.45], [-0.22, 0.35, -0.08], [0.29, -0.42, 0.79], [0.26, -0.67, -0.63], [-0.08, 0.17, 0.34], [0.04, 0.07, -0.10], [0.15, -0.04, 0.23], [-0.08, 0.06, 0.80], [-0.41, -0.29, 0.00]],
  "lowdin_charge": [0.81, 0.69, 0.61, 0.64, 0.55, 0.49, 0.11, 0.15, -0.11, 0.09, 0.08, 0.11, 0.05, 0.10, 0.14, 0.07, -0.13, -0.64, -0.73, -0.34, -0.67, -0.68, -0.26, -0.02, -0.53, -0.62, -0.10, -0.34, -0.01, -0.55, -0.12, -0.61, -0.05, -0.58, 0.03, 0.09, 0.07, 0.10, -0.12, 0.08, 0.14, 0.13, 0.00, 0.02, 0.05, 0.02, 0.05, 0.05, 0.05, 0.14, 0.06, 0.07, 0.14, 0.13, 0.14, 0.08, 0.14, 0.03, 0.09, 0.09, 0.15, 0.07, 0.04, 0.06, 0.16, 0.06],
  "smiles": "C[C@H]1COC(=O)O1.C[C@H]1COC(=O)O1.C[C@H]1COC(=O)O1.BrCCBr.BrCCBr.BrCCBr.O",
  "total_charge": 0,
  "relative_energy_ev": 0.000
}

=====

Number 1: electronic energy -4661.51005 a.u.. Number 2: electronic energy -11903.59457 a.u.. Number 3: electronic energy -16901.54805 a.u..